Below is a structure of composition C25H28N4O2Pd, with properties calculated with the ωB97M-V functional and the def2-TZVPD basis.

Cartesian coordinates (Å):
Pd: -0.872 1.985 1.239
N: -0.155 5.129 0.680
C: -1.550 4.827 0.324
C: -2.497 5.090 1.477
C: -3.958 4.704 1.112
O: -4.779 5.662 1.090
O: -4.175 3.502 0.864
H: -0.098 6.086 1.014
H: 0.445 5.052 -0.132
H: -1.620 3.798 -0.050
H: -1.896 5.469 -0.507
H: -2.505 6.164 1.691
H: -2.143 4.536 2.352
C: 2.209 -2.989 -3.144
C: 1.585 -3.732 -1.998
C: 1.571 -5.117 -1.959
C: 0.992 -5.814 -0.906
C: 0.399 -5.096 0.121
C: 0.386 -3.709 0.105
C: 0.990 -3.011 -0.943
N: 1.030 -1.618 -1.008
C: 0.435 -0.756 -0.030
N: 0.985 -0.940 1.193
C: 0.812 -0.326 2.492
C: 0.026 0.819 2.697
C: 0.016 1.222 4.058
C: 0.702 0.587 5.078
C: 1.481 -0.530 4.795
C: 1.546 -1.001 3.493
C: 2.404 -2.210 3.204
N: -0.454 0.095 -0.359
C: -0.925 0.140 -1.668
C: -1.855 -0.790 -2.145
C: -2.333 -0.718 -3.443
C: -1.891 0.290 -4.292
C: -0.977 1.221 -3.814
C: -0.483 1.173 -2.516
C: 0.492 2.194 -2.007
H: 2.732 -3.674 -3.812
H: 2.915 -2.237 -2.784
H: 1.458 -2.456 -3.737
H: 2.034 -5.660 -2.777
H: 1.000 -6.896 -0.894
H: -0.075 -5.612 0.947
H: -0.095 -3.155 0.899
H: 0.864 -1.257 -1.938
H: 1.738 -1.603 1.157
H: -0.571 2.097 4.314
H: 0.635 0.963 6.095
H: 2.042 -1.040 5.573
H: 2.881 -2.555 4.123
H: 3.209 -1.996 2.490
H: 1.835 -3.052 2.795
H: -2.206 -1.559 -1.467
H: -3.060 -1.446 -3.784
H: -2.269 0.365 -5.304
H: -0.642 2.027 -4.460
H: 0.430 3.106 -2.604
H: 1.522 1.827 -2.045
H: 0.284 2.425 -0.951

As for the net charge: -2. Its LUMO energy is 4.06 eV. The highest occupied orbital energy is 0.036 hartree. The value obtained for the energy relative to the best compared isomer or geometry (same formula, charge and spin) is 105.4 kJ/mol. Its total energy is -1466.796029 Ha.